C3H7NO2 | ωB97M-V with the def2-TZVPD basis set

Geometry as XYZ:
```
13
Properties=species:S:1:pos:R:3:forces:R:3:lowdin_charge:R:1
O -0.668791 -1.037944 2.492130 0.007 -0.251 0.301 0.0334
C -0.616140 -0.386815 1.482638 -0.251 0.577 -0.608 -0.3806
N 0.487804 0.279030 1.035282 0.259 -0.648 -0.090 0.0269
C 0.606650 0.765331 -0.330819 0.321 -0.017 -0.347 -0.1847
C 0.082070 -0.155720 -1.434074 -0.423 0.041 -0.191 -0.2598
O 0.087467 0.551148 -2.665204 -0.099 0.083 -0.096 -0.0627
H -1.481728 -0.230360 0.805437 -0.020 -0.057 0.312 0.1333
H 1.336928 -0.047930 1.478453 -0.040 0.230 0.050 0.1393
H 1.662913 0.887667 -0.552137 0.230 0.150 0.211 0.1188
H 0.176498 1.758796 -0.460419 -0.273 -0.077 0.094 0.1212
H -0.960914 -0.429897 -1.275601 0.006 0.007 0.134 0.1045
H 0.643104 -1.092142 -1.497041 0.127 0.070 0.103 0.1253
H 0.879225 0.380694 -3.177737 0.154 -0.109 0.127 0.0851
```
Positions in Å, forces in eV/Å.

Results
**SMILES**: O=CNCCO
**Electronic energy**: -8809.2526 eV
**Molar mass**: 89.09 g/mol
**LUMO energy**: 0.02389 Eh
**ΔE to the lowest compared entry with this formula, charge and spin**: 29.4 kcal per mole
**Strongest force on any atom**: 0.87 eV Å⁻¹
**Spin multiplicity**: 1
**HOMO level**: -9.8814 eV